Entry 1:
# C5H8N2

A single C5H8N2 molecule (ωB97M-V/def2-TZVPD, the OMol25 dataset).

2S+1: 1
SMILES string: C[C@H]1CN[C@H]1C#N
DFT total energy in eV: -8293.63959
HOMO level in eV: -9.557
ΔE to the lowest compared entry with this formula, charge and spin in kcal per mole: 31.29

Each line ends with the natural charge from an NBO analysis.
Cartesian coordinates (Å):
H -0.799 -0.400 1.975  0.228
H 0.738 -0.739 -1.522  0.213
H -2.137 0.480 -0.415  0.370
C -1.008 -1.692 0.357  0.266
N -1.245 -2.742 -0.068  -0.317
H 1.271 0.585 1.204  0.212
H -0.135 2.416 0.324  0.191
C 1.388 -0.464 -0.683  -0.616
C 0.614 0.299 0.378  -0.207
C -0.276 1.442 -0.158  -0.216
H 2.200 0.158 -1.076  0.219
C -0.709 -0.354 0.883  -0.158
N -1.500 0.761 0.322  -0.595
H 1.823 -1.386 -0.283  0.222
H -0.211 1.582 -1.244  0.187

Force components x, y, z for each atom (eV/Å):
H 0.031 -0.031 -0.154
H 0.077 0.030 0.119
H 0.082 0.025 0.114
C -0.217 -0.836 -0.371
N 0.219 1.001 0.386
H -0.107 -0.025 -0.118
H -0.006 -0.147 -0.071
C 0.002 -0.021 -0.011
C 0.137 -0.014 0.005
C 0.159 0.268 -0.111
H -0.107 -0.084 0.066
C 0.020 -0.166 0.155
N -0.193 -0.067 -0.127
H -0.055 0.138 -0.043
H -0.043 -0.070 0.162



Entry 2:
# C16H13ClN2O2S

A single C16H13ClN2O2S molecule (ωB97M-V/def2-TZVPD, the OMol25 dataset).

2S+1: 1
SMILES string: O=C(CNC(=S)NC(=O)c1ccc(Cl)cc1)c1ccccc1
DFT total energy in eV: -47225.32859
HOMO level in eV: -9.042
ΔE to the lowest compared entry with this formula, charge and spin in kcal per mole: 0.00

Each line ends with the natural charge from an NBO analysis.
Cartesian coordinates (Å):
Cl -6.286 -0.299 -2.179  0.028
H -1.626 0.634 -2.135  0.236
H -1.164 -1.906 1.142  0.377
C 2.019 3.144 -0.503  -0.161
H 1.534 0.744 2.256  0.187
C -4.697 -0.564 -1.589  -0.040
O 0.248 -0.683 -1.144  -0.611
H -5.170 -2.515 -0.585  0.238
C 3.610 0.039 0.921  0.563
C -2.359 0.091 -1.595  -0.101
H -2.813 -2.524 0.008  0.175
H 3.919 -2.025 0.930  0.227
C 2.603 1.009 0.721  -0.167
N -0.425 -1.560 0.728  -0.607
C 0.737 2.325 1.070  -0.138
O 4.863 0.253 0.937  -0.539
H -0.048 2.233 1.920  0.202
C 3.130 -1.395 1.352  -0.307
H 0.151 3.662 0.091  0.207
C -3.136 -1.871 -0.552  -0.149
C -1.992 -0.988 -1.008  -0.179
H 2.096 3.633 -1.499  0.212
C -0.726 -1.219 -0.597  0.652
H 1.724 -1.243 -0.266  0.425
H 3.894 1.807 -0.983  0.235
H 3.089 -1.341 2.304  0.228
C -3.735 0.200 -2.113  -0.228
H -4.028 1.153 -2.843  0.241
C 0.900 3.178 0.209  -0.279
S 0.663 -1.991 2.913  0.020
C 2.994 1.907 -0.405  -0.140
C 1.588 1.276 1.514  -0.160
C -4.291 -1.929 -1.056  -0.193
N 1.944 -1.575 0.564  -0.589
C 0.791 -1.660 1.471  0.136

Force components x, y, z for each atom (eV/Å):
Cl -0.708 -0.145 0.251
H 0.711 1.151 0.163
H -4.245 -2.093 3.445
C 6.071 -4.266 -4.909
H -1.775 -5.215 8.160
C 0.139 -3.311 -2.030
O -0.810 -0.654 -1.944
H 1.787 0.483 -1.171
C 5.570 -2.497 2.567
C -2.490 2.388 -5.287
H 2.860 -7.115 5.733
H 0.021 -0.219 0.801
C 4.417 3.366 -5.456
N 2.064 0.759 -3.321
C -2.489 -9.651 13.225
O -4.012 -0.210 -0.637
H 0.071 1.357 -2.141
C 2.508 2.030 -10.012
H -8.432 7.205 -2.293
C 5.222 5.096 -3.925
C -6.809 -3.951 2.440
H 0.215 0.379 1.171
C 8.404 2.439 3.226
H -0.711 2.356 -4.894
H -0.035 -0.105 -0.106
H -0.976 -0.497 6.597
C 1.195 4.369 -0.232
H 0.874 -2.679 2.217
C 6.833 0.121 -3.601
S 0.065 -1.592 8.192
C -5.405 3.392 2.998
C -0.435 6.351 -8.232
C -8.138 3.584 0.307
N -2.549 -3.621 10.105
C 0.990 0.994 -11.407



Entry 3:
# C2H12O5

A 5-piece molecular cluster, C2H12O5 overall (ωB97M-V/def2-TZVPD, the OMol25 dataset).

2S+1: 2
DFT total energy in eV: -12491.32606
HOMO level (alpha / beta) in eV: -13.964 / -13.926
ΔE to the lowest compared entry with this formula, charge and spin in kcal per mole: 142.61
Charge: +1

Each line ends with the Mulliken spin population.
Cartesian coordinates (Å):
H 0.061 -2.558 0.549  0.000
C 2.339 0.956 1.071  0.000
H 1.013 2.383 2.012  0.000
H -0.327 0.581 1.140  0.000
H 1.317 -0.341 -0.175  0.001
C 1.221 1.838 1.089  -0.001
H -1.803 0.260 0.540  0.000
O -2.841 0.338 -1.177  0.101
O -0.944 -0.808 -2.125  0.930
O -0.256 -2.874 -0.320  0.006
H -3.717 -0.029 -1.197  -0.004
H 3.200 1.235 0.462  0.000
O 2.070 -0.371 0.409  0.000
H -1.038 -1.197 -3.021  -0.022
H -0.531 -2.134 -0.863  0.001
O -1.103 -0.010 1.183  0.000
H 0.860 2.272 0.154  0.000
H 2.617 0.519 2.033  0.000
H -2.139 -0.063 -1.766  -0.014

Force components x, y, z for each atom (eV/Å):
H -0.518 -0.048 -0.804
C -0.977 -4.456 0.378
H -0.499 -0.265 -0.013
H -0.806 -0.190 -0.156
H -0.682 -0.138 -0.641
C 1.842 1.909 -0.523
H 0.486 0.152 -0.020
O 1.015 0.785 0.689
O 0.777 -0.365 -0.780
O 0.588 -0.377 0.720
H -0.336 -0.568 -0.426
H 0.241 1.210 0.034
O 0.341 1.299 0.355
H -0.035 -0.074 0.160
H -0.003 0.261 0.315
O 0.207 -0.007 0.017
H -0.700 -0.610 0.073
H 0.400 1.062 0.284
H -1.342 0.421 0.338



Entry 4:
# C3H10N2O2S

A 2-piece molecular cluster, C3H10N2O2S overall (ωB97M-V/def2-TZVPD, the OMol25 dataset).

2S+1: 1
SMILES string: NC(=O)[C@@H](N)CS.O
DFT total energy in eV: -21183.29212
HOMO level in eV: -9.511
ΔE to the lowest compared entry with this formula, charge and spin in kcal per mole: 33.89

Each line ends with the natural charge from an NBO analysis.
Cartesian coordinates (Å):
C -1.438 -0.899 -0.438  0.656
H 0.343 -2.063 1.466  0.377
H 2.555 -1.116 -1.422  0.457
N 0.648 -1.332 0.825  -0.839
H -0.848 0.070 1.511  0.229
H -2.933 0.584 -0.048  0.397
H 2.758 -1.034 0.069  0.480
N -2.674 -0.287 -0.500  -0.851
C -0.404 -0.314 0.534  -0.174
C 0.151 0.943 -0.190  -0.507
H 1.156 2.196 1.839  0.121
O 3.227 -1.374 -0.747  -0.940
S 0.438 2.524 0.832  -0.053
H 0.957 -1.786 0.041  0.373
H 1.076 0.668 -0.792  0.223
H -0.456 1.302 -1.080  0.245
O -1.204 -1.814 -1.200  -0.606
H -3.479 -0.739 -1.024  0.413

Force components x, y, z for each atom (eV/Å):
C -1.537 0.234 -0.534
H -0.182 0.481 -0.093
H 0.976 -0.413 0.352
N -1.236 2.347 2.689
H 0.322 -0.867 -1.279
H 0.480 -0.452 0.151
H 0.963 -0.592 -0.878
N -1.646 -0.280 -0.377
C 0.200 -0.028 0.579
C 1.560 0.613 -1.272
H 1.137 -1.157 1.220
O -1.808 1.035 0.498
S -1.683 -0.188 -2.470
H 0.521 -1.273 -2.635
H -0.636 0.257 1.263
H 0.016 -0.242 1.549
O 0.544 -0.177 0.464
H 2.010 0.703 0.772



Entry 5:
# C4H7O2Rb

C4H7O2Rb as an isolated structure (ωB97M-V/def2-TZVPD, the OMol25 dataset).

2S+1: 1
DFT total energy in eV: -9006.94088
HOMO level in eV: -6.157
ΔE to the lowest compared entry with this formula, charge and spin in kcal per mole: 47.42

Each line ends with the natural charge from an NBO analysis.
Cartesian coordinates (Å):
C 1.242 -2.261 0.784  -0.624
H 1.835 -1.891 1.630  0.210
H -2.499 2.036 -0.901  0.134
H 0.706 -3.167 1.100  0.209
C 0.171 1.036 -0.004  0.394
H -1.431 2.541 -2.199  0.138
H 1.923 -2.532 -0.033  0.213
O 0.922 -0.044 -0.135  -0.601
O -0.681 1.076 -0.968  -0.531
H -0.370 -1.586 -0.507  0.184
Rb -0.185 4.540 0.841  0.886
H -0.416 -0.885 1.170  0.175
C 0.243 -1.224 0.330  -0.086
C -1.462 2.362 -1.108  -0.702

Force components x, y, z for each atom (eV/Å):
C 0.116 -0.068 0.053
H -0.129 -0.091 -0.225
H 0.241 0.080 -0.097
H 0.144 0.204 -0.056
C -0.865 2.250 -0.484
H 0.033 -0.195 0.264
H -0.150 0.089 0.186
O 1.125 -1.795 0.375
O 0.347 0.369 0.374
H -0.071 -0.061 0.386
Rb -0.160 -0.793 -0.392
H 0.312 -0.567 -0.565
C -0.502 0.239 0.070
C -0.442 0.339 0.113



Entry 6:
# C5H12NO

An isolated ion of composition C5H12NO and charge -1 (ωB97M-V/def2-TZVPD, the OMol25 dataset).

2S+1: 1
SMILES string: C[C@@H](N)CCC[O-]
DFT total energy in eV: -8915.94623
HOMO level in eV: -2.232
ΔE to the lowest compared entry with this formula, charge and spin in kcal per mole: 25.77
Charge: -1

Each line ends with the natural charge from an NBO analysis.
Cartesian coordinates (Å):
C 0.431 -1.000 0.131  -0.399
N -0.254 -0.318 2.388  -0.855
H -0.551 -1.467 -0.028  0.188
H -1.087 2.082 1.192  0.194
H 0.980 -1.667 -1.730  0.173
H 0.670 -0.638 2.692  0.325
C -1.128 1.147 0.646  -0.644
H -0.992 -0.137 -1.815  0.051
O 0.291 1.496 -2.209  -0.955
H -0.332 0.360 3.148  0.336
H 0.179 -0.284 -3.141  0.066
H -2.007 0.495 0.784  0.190
H 0.965 0.775 1.192  0.152
H -1.235 1.354 -0.415  0.275
H 2.012 -0.217 -1.284  0.200
C 1.032 -0.686 -1.240  -0.454
H 0.933 -1.702 0.811  0.181
C 0.036 0.224 1.007  -0.023
C 0.055 0.182 -2.129  0.000

Force components x, y, z for each atom (eV/Å):
C -1.613 1.286 0.722
N 0.928 -0.802 0.694
H 0.132 -0.322 -0.318
H -0.339 -0.065 0.333
H 0.804 -0.028 -0.177
H -0.183 -0.816 -0.246
C -0.170 -1.680 -1.165
H 0.226 0.107 -0.012
O -0.202 0.007 0.693
H -0.793 0.787 -0.774
H -0.208 -0.259 -0.138
H -0.204 0.626 0.804
H -0.036 0.589 -0.789
H 0.845 0.437 -0.157
H 0.138 -0.142 0.236
C -1.515 -0.555 0.067
H 0.490 0.140 -0.373
C 1.169 0.590 1.421
C 0.530 0.100 -0.821